12
Properties=species:S:1:pos:R:3:forces:R:3 method="wB97M-V/def2-TZVPD" e_tot_ha=-877.33087 charge=0 gap_ev=9.088 e_above_lowest_kj_mol=73.1 e_lumo_ev=0.601 smiles=CSS.C
C -1.937022 1.026732 -0.195262 -3.1 -0.7 -0.8
S -1.460696 -0.753099 -0.624168 0.1 2.3 0.4
S 0.542213 -0.391080 -0.379956 0.8 -0.9 -0.5
H -2.171985 1.065230 0.862900 0.3 0.0 0.2
H -2.961891 1.052732 -0.687082 0.9 0.1 0.6
H -1.494194 1.993152 -0.500840 0.8 -1.2 -0.3
H 0.872781 -1.041173 -1.527397 0.2 0.4 0.4
C 3.199583 1.034987 1.928365 -1.0 0.1 -0.9
H 2.172746 0.617757 2.161716 1.4 0.4 0.0
H 3.087559 1.611844 0.980125 0.1 -0.5 0.6
H 3.941588 0.243733 1.755377 -0.4 0.2 0.2
H 3.549605 1.748469 2.673975 -0.1 -0.3 0.2

13
Properties=species:S:1:pos:R:3:forces:R:3 method="wB97M-V/def2-TZVPD" e_tot_ha=-1275.53414 charge=0 gap_ev=8.982 e_above_lowest_kj_mol=33.3 e_lumo_ev=0.401 smiles=CSS.CS
C -1.994486 -1.372072 -1.489133 -0.2 0.7 -0.2
S -0.381269 -0.764613 -0.944645 0.1 -0.3 -0.2
S 0.167035 -2.362706 0.252871 0.2 -0.1 0.1
H -2.152584 -0.913246 -2.460308 0.0 0.2 -0.2
H -2.763328 -0.988354 -0.816964 -0.1 -0.5 0.0
H -2.029460 -2.440408 -1.685384 0.1 0.0 0.4
H 0.663474 -1.643861 1.269638 -0.2 0.0 0.1
C 1.633445 1.498244 1.336675 0.4 0.1 0.3
S 1.338294 2.893795 0.237547 0.0 0.1 -0.2
H 0.820219 1.349759 2.035044 -0.2 -0.1 0.1
H 1.864668 0.576506 0.811683 -0.1 0.0 -0.2
H 2.523575 1.782773 1.907046 -0.2 -0.1 0.0
H 0.310418 2.384182 -0.454071 0.0 -0.1 0.1

13
Properties=species:S:1:pos:R:3:forces:R:3 method="wB97M-V/def2-TZVPD" e_tot_ha=-1275.50551 charge=0 gap_ev=8.755 e_above_lowest_kj_mol=108.5 e_lumo_ev=0.421 smiles=CSC.SS
C 0.157855 1.704528 -0.446637 0.5 0.1 2.8
S 0.697266 3.189065 -1.252630 -0.1 -0.3 -1.0
C 1.345397 2.598789 -2.852597 -0.1 0.0 0.3
H 0.647500 1.771342 0.552215 -0.2 -0.2 -0.4
H -0.880753 1.812185 -0.166427 -0.5 -0.5 -0.5
H 0.443745 0.709379 -0.769912 -0.1 0.2 -0.8
H 0.999266 3.377716 -3.525932 0.9 0.1 -0.4
H 1.032469 1.650467 -3.295036 -0.7 0.0 0.6
H 2.401360 2.460170 -2.666507 0.4 0.6 -0.7
S -2.033948 -5.237354 2.736318 -0.4 -0.6 -1.3
S -1.550811 -4.511709 4.563974 0.4 0.3 1.4
H -2.740074 -4.161415 2.339450 0.3 0.0 0.1
H -0.519272 -5.363163 4.783722 -0.3 0.3 -0.3

13
Properties=species:S:1:pos:R:3:forces:R:3 method="wB97M-V/def2-TZVPD" e_tot_ha=-1275.18482 s_squared=0.7539 charge=+1 gap_ev="6.963 / 2.903" e_above_lowest_kj_mol=101.5 e_lumo_ev="-5.356 / -9.263" spin_multiplicity=2
C -0.893005 1.222759 -0.890554 1.3 2.2 0.8
S -1.493341 1.294234 -2.585630 0.5 -1.1 0.2
H -1.315700 2.139918 -0.391008 0.4 -1.2 -0.1
H 0.220257 1.427248 -0.961646 -1.1 -0.1 0.3
H -1.008809 0.325351 -0.269796 -0.6 0.1 -0.5
H -0.466348 0.472392 -2.891159 -0.5 0.2 -0.8
C 0.115600 -0.874664 1.855938 -0.5 -0.1 -1.1
S 1.123042 -2.214088 1.117023 0.3 1.6 0.3
S 2.451925 -1.035311 0.049986 -0.1 -1.1 -0.2
H -0.918582 -0.946579 1.484159 0.1 -0.4 0.3
H 0.132015 -1.013334 2.929639 0.1 -0.1 0.3
H 0.477076 0.106386 1.529523 0.3 -0.4 0.3
H 1.575868 -0.904307 -0.976477 0.0 0.4 0.2

11
Properties=species:S:1:pos:R:3:forces:R:3 method="wB97M-V/def2-TZVPD" e_tot_ha=-370.30415 charge=0 gap_ev="7.530 / 10.280" e_above_lowest_kj_mol=412.5 e_lumo_ev="-0.724 / -0.005"
C 1.247983 -0.726802 0.514714 0.3 -0.1 0.4
C -0.133559 -0.623216 0.036342 -0.5 0.7 -1.3
Si -1.162020 0.933127 -0.018012 0.1 -0.9 0.8
H 1.728277 0.244739 0.603969 0.1 0.0 0.0
H 1.235305 -1.192946 1.509692 0.1 0.0 0.0
H 1.846228 -1.380581 -0.118724 0.1 0.0 0.0
H -0.575189 -1.549273 -0.308454 -0.2 -0.1 0.0
H 0.179577 0.361080 -2.371366 -0.1 -0.3 0.5
H -0.372567 2.124378 -0.310696 0.2 0.3 -0.2
H -1.692717 1.107937 1.361821 -0.1 0.2 0.0
H -2.301317 0.701556 -0.899286 -0.2 0.1 -0.3

20
Properties=species:S:1:pos:R:3:forces:R:3 method="wB97M-V/def2-TZVPD" e_tot_ha=-3599.57216 charge=-1 gap_ev=6.856 e_above_lowest_kj_mol=149.8 e_lumo_ev=2.736
N -3.334421 -0.705664 0.204844 1.1 0.6 0.9
B -2.197849 0.254915 0.509239 -1.9 1.2 0.3
O -2.558159 1.590058 1.031118 1.6 -1.2 -0.5
Al -0.219495 -0.265026 0.175358 0.3 -0.4 -1.4
C 0.375244 0.850895 -1.483979 1.2 -0.5 -2.1
C 0.542113 -0.261462 -2.717679 -7.8 2.3 -1.7
O -0.575146 -0.452454 -3.465293 7.7 0.3 4.2
Br 2.271766 -1.243897 -2.999243 -1.2 0.6 0.2
P 1.169848 0.017978 2.014956 0.7 -0.1 2.3
N 2.497352 1.177378 1.634834 0.8 -2.4 -1.2
O 1.845972 -1.594069 2.314352 0.1 0.9 -3.2
H -3.849240 -0.986631 1.068356 0.3 0.2 -1.3
H -3.036426 -1.520503 -0.374605 -0.3 0.9 1.2
H -1.715808 2.133828 1.117756 -1.7 -1.3 -0.1
H -0.171352 -1.821304 -0.237486 0.2 -0.2 0.0
H 1.389141 1.380447 -1.236559 -1.8 -0.9 -0.8
H -0.502733 1.611734 -1.741934 2.1 -1.8 0.2
H 3.324344 0.822542 2.191117 -1.1 0.8 -0.6
H 2.748510 0.956866 0.628100 0.0 0.6 1.4
H 1.996337 -1.945631 1.366750 -0.3 0.3 2.3

14
Properties=species:S:1:pos:R:3:forces:R:3 method="wB97M-V/def2-TZVPD" e_tot_ha=-215.97781 charge=0 gap_ev=9.646 e_above_lowest_kj_mol=136.1 e_lumo_ev=0.586
B -0.677320 -0.878532 0.288193 3.0 3.1 0.2
C 0.846444 1.527293 -0.956688 -1.4 -2.1 -1.5
C 0.964106 0.383242 0.021106 -1.8 -0.8 3.1
N -0.777509 -2.042762 -0.440822 0.7 0.0 -0.5
N -1.592489 -0.513413 1.317739 1.5 1.7 -0.6
H 0.371960 1.089617 -1.880991 -0.3 1.1 0.8
H 0.358306 2.337697 -0.475040 -1.1 0.7 -0.2
H 1.711945 1.932819 -1.383080 2.0 0.4 -0.1
H 1.932053 -0.103151 0.020430 0.0 -0.8 -0.7
H 1.060185 0.859070 1.059302 -0.5 -0.6 -1.0
H -0.032132 -2.239931 -1.119025 -1.1 -0.5 0.7
H -1.467904 -2.700461 -0.109992 0.3 -0.5 -0.8
H -1.291973 0.235463 1.939366 -0.2 -0.3 -0.3
H -1.996636 -1.242676 1.818738 -1.1 -1.3 0.9

14
Properties=species:S:1:pos:R:3:forces:R:3 method="wB97M-V/def2-TZVPD" e_tot_ha=-205.57038 s_squared=0.7543 charge=0 gap_ev="7.528 / 5.091" e_lumo_ev="-0.665 / -3.101" spin_multiplicity=2
Rb -15.685926 13.281614 0.660043 0.8 -0.3 0.2
B -12.812791 11.847218 1.273059 -0.1 -0.1 -0.1
H -13.381941 10.999276 1.621325 -2.3 -3.7 1.0
H -12.911126 12.061260 0.220078 -0.5 0.7 -4.5
H -13.264722 12.657923 1.823284 -1.8 3.9 2.4
H -11.780014 11.756243 1.571940 3.9 -0.3 1.0
C -18.517614 11.256274 -0.512317 2.0 0.3 1.1
C -18.831968 11.309868 1.040620 -0.2 0.2 -1.9
O -18.173292 12.210722 1.877814 -0.9 -1.3 -1.4
H -17.442211 11.100628 -0.598377 0.4 -0.2 0.0
H -18.648603 12.170588 -1.091082 -0.8 0.0 0.2
H -18.887542 10.369463 -1.026922 -0.6 0.2 0.3
H -18.812205 10.275180 1.382876 0.6 -0.1 0.7
H -19.916476 11.419203 1.037631 -0.5 0.8 0.9

14
Properties=species:S:1:pos:R:3:forces:R:3 method="wB97M-V/def2-TZVPD" e_tot_ha=-885.67062 charge=+1 gap_ev=3.493 e_above_lowest_kj_mol=298.9 e_lumo_ev=-7.377
C -0.505052 -2.192825 -0.616284 -4.2 -1.7 -0.7
C -1.553357 -0.109797 0.085399 -0.9 1.1 -4.8
N -0.631969 -0.826092 -0.844629 0.4 2.6 1.0
Si 2.624981 2.753138 0.823138 -1.8 -0.1 -0.4
Cl 3.772726 2.878773 2.389365 0.2 0.0 -0.1
H -1.607410 -2.506735 -0.467235 1.3 -0.7 -0.4
H -0.079116 -2.867328 -1.344762 0.3 0.5 -0.5
H -0.139883 -2.399046 0.320791 1.6 -0.4 2.3
H -1.054636 0.147340 0.936779 1.3 0.8 2.5
H -1.823441 0.849962 -0.543090 0.3 -1.6 1.7
H -0.579415 -0.443282 -1.762444 -0.4 -0.3 -0.4
H 1.463597 3.762433 0.736314 1.2 -0.7 0.0
H 2.616372 1.546179 -0.090382 0.3 0.7 0.5
H -2.503397 -0.592722 0.377041 0.4 -0.3 -0.5